(1)
Computed, not measured: a 2-piece molecular cluster, C4H10O overall in a non-equilibrium geometry, with the ωB97M-V functional and the def2-TZVPD basis.

Atoms and positions in Å:
C -1.253 4.264 -1.288
C 0.113 4.241 -1.417
O 0.651 3.050 -1.817
H -1.965 4.969 -1.053
H -1.806 3.420 -1.297
H 0.957 4.903 -1.188
H 1.271 2.735 -1.217
C 0.264 -4.175 1.040
C 0.185 -2.674 1.274
H -0.575 -4.851 1.214
H 1.049 -4.745 1.648
H 0.484 -4.365 -0.050
H 0.992 -2.413 1.973
H 0.419 -1.905 0.432
H -0.785 -2.454 1.748

- structure (SMILES) = C=CO.CC
- energy above the lowest of the compared OMol25 structures with the same formula, charge and spin (kcal per mole) = 61.2
- HOMO (eV) = -9.2
- molar mass (g/mol) = 74.12
- Kohn-Sham gap (hartree) = 0.369
- charge = 0

(2)
Computed, not measured: a 2-piece molecular cluster, C4H10O overall in a non-equilibrium geometry, with the ωB97M-V functional and the def2-TZVPD basis.

Atoms and positions in Å:
C -0.109 1.207 -2.947
C 0.719 1.569 -1.957
C 0.211 1.744 -0.554
C -1.046 0.725 -0.251
H 0.009 0.508 -3.830
H -1.112 1.658 -2.964
H 1.752 1.812 -2.074
H 0.917 1.480 0.235
H -0.172 2.735 -0.418
H -0.722 -0.334 -0.432
H -1.388 0.784 0.730
H -1.866 0.953 -0.974
O 0.485 -4.099 4.319
H -0.218 -4.730 4.348
H 0.270 -3.547 5.076

- structure (SMILES) = C=CCC.O
- energy above the lowest of the compared OMol25 structures with the same formula, charge and spin (kcal per mole) = 55.2
- HOMO (eV) = -8.7
- molar mass (g/mol) = 74.12
- Kohn-Sham gap (hartree) = 0.355
- charge = 0

(3)
Computed, not measured: a 2-piece molecular cluster, C4H10O2 overall, with the ωB97M-V functional and the def2-TZVPD basis.

Atoms and positions in Å:
C -2.258 -0.867 0.516
C -1.019 -0.022 0.552
C 0.228 -0.490 0.508
C 1.444 0.378 0.613
O 2.345 0.017 -0.432
H -2.966 -0.498 -0.234
H -2.023 -1.910 0.284
H -2.775 -0.842 1.482
H -1.168 1.056 0.639
H 0.415 -1.560 0.413
H 1.929 0.221 1.589
H 1.155 1.435 0.537
H 3.147 0.546 -0.330
O 0.510 1.173 -2.283
H -0.236 0.655 -1.960
H 1.271 0.710 -1.894

- structure (SMILES) = C/C=C/CO.O
- energy above the lowest of the compared OMol25 structures with the same formula, charge and spin (kcal per mole) = 25.7
- HOMO (eV) = -9.7
- molar mass (g/mol) = 90.12
- Kohn-Sham gap (hartree) = 0.388
- charge = 0

(4)
Computed, not measured: one molecule with the formula C4H10O2, with the ωB97M-V functional and the def2-TZVPD basis.

Atoms and positions in Å:
C 1.640 0.926 0.055
O 0.431 0.524 0.626
C -0.303 -0.361 -0.222
C 0.153 -1.744 0.329
C -1.711 0.295 -0.227
O -1.541 1.684 -0.447
H 2.127 0.087 -0.451
H 1.480 1.718 -0.684
H 2.292 1.275 0.852
H 0.065 -0.260 -1.254
H 1.140 -1.555 0.761
H 0.316 -2.523 -0.418
H -0.463 -2.155 1.129
H -2.330 -0.037 -1.062
H -2.269 0.125 0.705
H -1.027 2.000 0.310

- structure (SMILES) = CO[C@@H](C)CO
- energy above the lowest of the compared OMol25 structures with the same formula, charge and spin (kcal per mole) = 37.4
- HOMO (eV) = -9.9
- molar mass (g/mol) = 90.12
- Kohn-Sham gap (hartree) = 0.403
- charge = 0

(5)
Computed, not measured: a 2-piece molecular cluster, C4H10O2 overall in a non-equilibrium geometry, with the ωB97M-V functional and the def2-TZVPD basis.

Atoms and positions in Å:
C 1.291 1.075 -1.454
C 1.074 -0.428 -1.206
C 0.016 -0.712 -0.123
C 0.350 -0.164 1.225
O -0.380 0.634 1.740
H 0.395 1.446 -1.951
H 1.505 1.598 -0.526
H 2.152 1.258 -2.098
H 0.875 -1.021 -2.098
H 2.053 -0.835 -0.908
H -1.003 -0.453 -0.398
H 0.079 -1.811 -0.108
H 1.226 -0.622 1.704
O -3.527 -0.029 1.859
H -3.492 0.145 2.801
H -2.615 -0.080 1.540

- structure (SMILES) = CCCC=O.O
- energy above the lowest of the compared OMol25 structures with the same formula, charge and spin (kcal per mole) = 21.8
- HOMO (eV) = -10.2
- molar mass (g/mol) = 90.12
- Kohn-Sham gap (hartree) = 0.404
- charge = 0

(6)
Computed, not measured: one molecule with the formula C4H10O2, with the ωB97M-V functional and the def2-TZVPD basis.

Atoms and positions in Å:
C 0.005 1.806 -0.628
C -0.338 0.595 0.222
O -1.697 0.187 0.037
C 0.558 -0.619 -0.113
C 0.666 -1.583 1.063
O 0.061 -1.255 -1.272
H -0.003 1.537 -1.690
H 1.007 2.172 -0.378
H -0.702 2.626 -0.453
H -0.224 0.846 1.284
H -2.082 0.735 -0.658
H 1.560 -0.258 -0.375
H 1.193 -1.111 1.901
H -0.329 -1.885 1.412
H 1.219 -2.478 0.764
H -0.895 -1.314 -1.116

- structure (SMILES) = C[C@@H](O)[C@@H](C)O
- energy above the lowest of the compared OMol25 structures with the same formula, charge and spin (kcal per mole) = 12.0
- HOMO (eV) = -10.1
- molar mass (g/mol) = 90.12
- Kohn-Sham gap (hartree) = 0.403
- charge = 0

(7)
Computed, not measured: one molecule with the formula C4H10O2, with the ωB97M-V functional and the def2-TZVPD basis.

Atoms and positions in Å:
C -1.324 -0.997 -0.393
C -0.242 -0.111 0.246
C -0.562 1.393 0.100
O -0.202 -0.459 1.622
C 1.120 -0.460 -0.405
O 2.222 0.006 0.374
H -0.995 -2.043 -0.442
H -2.253 -0.989 0.187
H -1.555 -0.673 -1.413
H -0.767 1.677 -0.940
H -1.441 1.652 0.698
H 0.259 2.034 0.450
H 0.633 -0.109 1.967
H 1.197 -1.552 -0.520
H 1.154 -0.025 -1.408
H 2.757 0.657 -0.123

- structure (SMILES) = CC(C)(O)CO
- energy above the lowest of the compared OMol25 structures with the same formula, charge and spin (kcal per mole) = 12.7
- HOMO (eV) = -10.0
- molar mass (g/mol) = 90.12
- Kohn-Sham gap (hartree) = 0.392
- charge = 0

(8)
Computed, not measured: a 2-piece molecular cluster, C4H10O2 overall, with the ωB97M-V functional and the def2-TZVPD basis.

Atoms and positions in Å:
C -1.493 -0.363 1.494
O -0.759 -0.214 0.296
C 0.201 0.834 0.398
C 0.907 1.112 -0.923
C 1.372 -1.599 -1.452
O 0.132 -1.619 -1.861
H -2.049 0.557 1.729
H -2.204 -1.180 1.355
H -0.835 -0.598 2.343
H 0.921 0.579 1.191
H -0.327 1.749 0.712
H 0.176 1.320 -1.711
H 1.554 1.982 -0.791
H 1.564 0.320 -1.308
H 1.343 -1.465 -0.334
H -0.504 -1.416 -1.138

- energy above the lowest of the compared OMol25 structures with the same formula, charge and spin (kcal per mole) = 97.2
- HOMO (eV) = -8.3
- molar mass (g/mol) = 90.12
- Kohn-Sham gap (hartree) = 0.336
- charge = 0